Entry 1:
The following is a quantum chemistry calculation of a molecular structure, C42H36N2O4PRuS2, from the Open Molecules 2025 dataset.

Calculated values
highest occupied orbital energy (spin up / spin down)	-1.0 / -1.4	eV
⟨S²⟩	0.76
energy relative to the best compared isomer or geometry (same formula, charge and spin)	41.7	kcal per mole
net charge	-2
LUMO energy (spin up / spin down)	3.90 / 3.90	eV
2S+1	2
molar mass	828.9	g/mol

Last column: Löwdin spin population.
Element x y z (Å)
H1 0.068 -4.968 5.394  0.000
C1 0.639 0.226 -1.086  0.000
C2 -1.701 1.828 2.299  0.000
H2 6.634 -0.954 -0.356  0.000
C3 2.255 2.369 1.523  0.031
H3 -3.508 -0.361 2.695  0.000
O1 3.487 1.159 3.587  0.162
C4 -2.492 2.540 -7.912  0.000
N1 1.157 -2.529 -0.599  0.000
H4 3.787 3.773 0.946  0.003
H5 -2.610 -2.173 3.582  0.000
H6 -2.207 -4.012 5.161  0.000
C5 2.207 -3.857 -2.302  0.000
Ru1 1.362 -0.763 0.583  0.023
H7 0.019 -0.058 4.516  0.000
H8 3.966 2.172 0.211  0.000
C6 -3.648 -1.441 -1.000  0.000
C7 -1.705 2.903 -5.243  0.000
H9 2.420 2.953 3.616  0.000
C8 4.566 -0.555 0.252  0.001
H10 0.772 3.023 2.958  0.000
C9 -1.008 0.727 2.805  0.002
N2 2.016 0.933 1.762  0.410
C10 0.025 -4.426 -1.527  0.000
H11 -0.470 1.884 5.946  0.000
C11 0.252 2.319 -3.960  0.000
C12 3.255 -1.014 -0.115  0.002
S1 -2.448 3.753 -6.605  0.000
C13 0.709 -2.631 3.013  0.000
H12 -3.681 -1.712 -2.049  0.000
C14 5.573 -1.133 -0.453  0.000
H13 1.316 2.399 -3.783  0.000
C15 2.241 -2.802 -1.377  0.000
C16 3.370 -1.974 -1.098  0.000
C17 -2.346 -0.888 0.965  0.000
C18 0.111 -3.352 -0.661  0.001
H14 4.742 0.151 1.052  0.001
C19 0.927 -3.665 3.921  0.000
H15 -5.782 -1.436 -0.765  0.000
C20 -1.388 -3.623 4.565  0.000
C21 -4.767 -0.896 1.051  0.000
C22 1.879 -2.121 2.098  0.000
H16 0.330 2.530 0.522  0.000
C23 -1.614 -2.586 3.673  0.000
C24 -0.335 3.006 -5.005  0.000
C25 -0.504 1.492 -3.104  0.000
C26 -0.565 -2.084 2.900  0.000
C27 1.374 2.795 0.353  0.001
S2 5.012 -2.300 -1.592  0.000
C28 -1.560 2.937 4.427  0.000
C29 -3.539 -0.696 1.665  0.000
H17 -0.730 1.388 -7.615  0.000
C30 -2.479 2.116 -4.390  0.000
C31 -0.838 1.864 4.927  0.000
C32 -0.109 -4.159 4.693  0.000
C33 1.097 -4.664 -2.384  0.000
H18 -2.026 0.567 -8.529  0.000
H19 3.071 -4.023 -2.934  0.000
H20 -1.498 -1.298 -0.953  0.000
H21 1.944 4.266 2.501  0.002
H22 1.935 -4.061 3.981  0.000
C34 1.825 3.204 2.742  0.009
H23 -2.113 0.755 -6.749  0.000
C35 0.098 0.783 -2.043  0.000
H24 0.272 3.624 -5.657  0.000
H25 -2.523 3.766 2.693  0.000
H26 4.391 2.407 1.925  0.001
H27 -0.859 -5.050 -1.525  0.000
C36 -1.893 1.421 -3.352  0.000
C37 -1.984 2.920 3.104  0.000
H28 -2.023 1.824 1.264  0.000
C38 3.706 2.695 1.132  0.017
O2 2.524 0.438 2.916  0.331
H29 1.687 2.321 -0.574  0.000
O3 2.916 -2.747 2.267  -0.001
C39 -0.564 0.765 4.123  0.000
H30 -0.693 -3.139 0.032  0.000
C40 -1.806 1.217 -7.685  0.000
H31 1.448 3.882 0.242  0.000
H32 1.063 -5.479 -3.097  0.000
H33 -2.501 0.814 -2.694  0.000
O4 -3.033 2.832 -8.952  0.000
H34 -3.549 2.049 -4.552  0.000
C41 -4.823 -1.281 -0.284  0.000
P1 -0.656 -0.699 1.696  0.004
H35 -1.769 3.795 5.055  0.000
C42 -2.419 -1.235 -0.382  0.000
H36 -5.681 -0.743 1.612  0.000

---

Entry 2:
The following is a quantum chemistry calculation of 6 unconnected molecules or ions with the total composition C42H36NO11S in a non-equilibrium geometry, from the Open Molecules 2025 dataset.

Calculated values
highest occupied orbital energy	-11.3	eV
net charge	+1
LUMO energy	-4.16	eV
molar mass	762.8	g/mol

Last column: Löwdin charge in e.
Element x y z (Å)
O1 -1.510 -0.178 3.473  0.097
C1 2.481 6.743 3.955  0.051
C2 1.665 3.438 -1.188  -0.079
O2 -2.617 1.014 0.967  0.094
C3 -1.152 -5.912 -1.015  -0.368
N1 5.824 3.943 -0.613  0.142
O3 0.761 -4.946 3.873  0.122
H1 6.249 3.557 -1.453  0.137
C4 -2.354 -1.196 -2.653  0.045
H2 2.194 2.520 -3.020  0.110
H3 6.290 2.314 2.411  0.129
O4 -0.731 -5.516 0.054  0.087
C5 -1.897 -7.189 -1.135  0.027
H4 -8.115 -5.571 -4.978  0.124
H5 -3.613 3.736 4.362  0.124
C6 -0.529 -3.472 2.565  0.037
H6 3.839 4.751 0.997  0.087
C7 0.322 -0.178 -2.793  0.028
H7 4.591 2.846 -2.716  0.125
C8 3.917 3.197 -1.938  -0.018
H8 -3.458 -3.681 -5.127  0.090
C9 -6.778 -4.164 -4.131  0.020
C10 -2.011 -0.239 -1.794  0.038
H9 6.941 4.594 2.697  0.122
H10 0.390 3.848 2.641  0.087
H11 -0.248 2.075 1.022  0.095
C11 0.239 -3.857 3.777  -0.378
C12 -3.271 2.395 2.758  0.031
H12 -2.895 -8.545 -2.421  0.125
H13 -4.105 -5.499 -6.704  0.126
O5 -1.699 -2.600 -4.418  0.081
C13 -1.386 -1.719 -3.644  -0.364
C14 6.395 3.171 0.428  -0.431
C15 -2.307 1.876 1.756  -0.385
C16 -7.125 -5.134 -4.974  0.027
C17 -5.414 -3.585 -4.146  -0.366
C18 -2.132 -6.829 -3.555  -0.375
H14 -3.345 -1.637 -2.664  0.097
O6 -0.334 1.214 -1.007  0.067
H15 1.666 6.062 3.712  0.062
H16 -0.390 -4.201 -2.143  0.116
C19 4.400 3.803 -0.798  -0.249
C20 4.794 6.150 4.636  -0.365
C21 -0.020 -1.136 -3.650  0.032
C22 -0.601 3.410 2.624  0.006
C23 -0.228 -1.662 4.769  0.016
C24 -4.795 -5.091 -5.977  0.027
C25 5.874 4.410 2.537  -0.372
H17 -7.467 -3.757 -3.401  0.121
H18 2.969 6.281 5.989  0.114
S1 4.992 4.401 4.119  1.143
H19 -0.164 -0.921 5.556  0.119
C26 3.467 4.252 0.106  -0.060
O7 -6.476 -6.555 -6.732  0.119
C27 -1.561 3.926 3.624  -0.387
H20 5.065 6.752 3.759  0.102
C28 0.344 -2.858 4.871  0.023
C29 -0.994 -1.275 3.560  -0.364
H21 0.907 -3.159 5.746  0.123
H22 5.478 5.237 1.942  0.082
C30 -0.935 -5.131 -2.252  0.023
C31 -6.159 -5.674 -5.965  -0.380
C32 -2.350 -7.616 -2.313  0.031
H23 5.466 6.343 5.475  0.095
H24 -0.590 -4.218 1.778  0.090
H25 -2.702 0.151 -1.062  0.100
H26 1.312 0.259 -2.778  0.107
H27 -1.235 -4.988 -4.338  0.110
O8 7.442 2.581 0.226  0.104
H28 -2.046 -7.746 -0.220  0.124
C33 -2.924 3.346 3.624  0.027
C34 5.755 3.047 1.809  -0.138
H29 4.710 2.730 1.742  0.112
H30 -1.665 -1.969 1.593  0.120
C35 -1.388 -5.553 -3.428  0.023
H31 0.599 3.291 -1.283  0.098
C36 -1.101 -2.272 2.467  0.033
O9 -2.548 -7.212 -4.627  0.114
C37 -4.449 -4.120 -5.134  0.020
C38 2.568 3.015 -2.131  -0.065
H32 0.672 -1.535 -4.382  0.125
H33 3.739 3.913 3.935  0.037
C39 2.117 4.083 -0.064  -0.067
C40 -0.648 0.343 -1.796  -0.345
H34 2.653 7.672 3.408  0.085
C41 -0.940 2.460 1.757  0.029
H35 -4.261 1.957 2.744  0.128
C42 3.341 6.398 4.970  -0.216
O10 -1.237 4.792 4.412  0.087
O11 -5.099 -2.701 -3.371  0.081
H36 1.445 4.448 0.703  0.095